Version one
{"formula": "C3H11NO2S", "method": "ωB97M-V/def2-TZVPD", "homo_lumo_gap_ha": 0.35231, "smiles": "N[C@@H](CO)CS.O", "symbols": ["S", "O", "O", "N", "C", "C", "C", "H", "H", "H", "H", "H", "H", "H", "H", "H", "H", "H"], "xyz": [[2.51436, 0.79915, -0.61305], [-2.45394, 1.15718, 0.90084], [0.31771, -2.62694, -0.99947], [-0.65043, 0.80690, -1.15408], [1.16033, 0.25371, 0.49868], [-0.12885, 0.98695, 0.16993], [-1.20204, 0.58860, 1.18793], [0.06706, 0.79436, -1.86412], [0.94647, -3.34276, -1.14567], [-1.21151, -0.03218, -1.25487], [-1.25795, -0.51005, 1.22607], [-2.36486, 1.63224, 0.06486], [2.54142, -0.28761, -1.37543], [0.04411, 2.04481, 0.40531], [-0.85549, 0.86430, 2.18875], [1.03727, -0.81639, 0.36159], [1.50820, 0.45556, 1.50118], [-0.01186, -2.76784, -0.09846]]}

=====

Version two
{"formula": "C3H11NO2S", "method": "ωB97M-V/def2-TZVPD", "homo_lumo_gap_ha": 0.34876, "smiles": "OCNCCS.O", "symbols": ["S", "O", "O", "N", "C", "C", "C", "H", "H", "H", "H", "H", "H", "H", "H", "H", "H", "H"], "xyz": [[-1.69933, -1.83600, 0.49495], [0.04855, -4.53098, -2.80301], [0.10688, 3.58193, -0.41161], [0.10685, 1.70400, 1.04082], [-0.57881, -0.64398, 1.29610], [-0.00314, 0.41107, 0.35310], [0.88851, 2.72714, 0.43730], [1.02371, 0.14768, 0.13678], [0.22167, -1.26609, 1.64486], [-1.08803, -0.18240, 2.12605], [-0.72435, 1.98063, 1.54088], [0.60729, -5.24616, -2.45745], [-0.66417, -5.07742, -3.18025], [-0.83072, -2.30651, -0.40841], [-0.57614, 0.53560, -0.57171], [1.54324, 2.20886, -0.25465], [0.18937, 4.50623, -0.16458], [1.42864, 3.28640, 1.18083]]}

=====

Version three
{"formula": "C3H11NO2S", "method": "ωB97M-V/def2-TZVPD", "homo_lumo_gap_ha": 0.36729, "smiles": "N[C@H](CO)CS.O", "symbols": ["S", "O", "O", "N", "C", "C", "C", "H", "H", "H", "H", "H", "H", "H", "H", "H", "H", "H"], "xyz": [[-1.62159, 0.56169, -2.21687], [2.51483, 2.61294, 0.17361], [-2.55407, -6.47843, 2.10052], [1.39063, 0.16173, -0.74177], [1.16807, 2.28108, 0.37863], [-0.92607, 1.28489, -0.70874], [0.60491, 1.44849, -0.79980], [-1.31447, 0.90544, 0.23025], [0.90055, 1.86635, -1.76019], [0.97832, 1.74653, 1.31814], [-1.27767, 2.32384, -0.76395], [-1.79286, -5.93333, 2.13242], [-0.99500, -0.62342, -2.06968], [-2.89059, -6.43573, 3.00920], [0.85399, -0.59497, -1.13768], [0.58531, 3.20548, 0.39829], [3.01467, 1.79945, 0.21520], [1.36105, -0.13204, 0.24244]]}

=====

Version four
{"formula": "C3H11NO2S", "method": "ωB97M-V/def2-TZVPD", "homo_lumo_gap_ha": 0.35272, "smiles": "N[C@@H](CO)CS.O", "symbols": ["S", "O", "O", "N", "C", "C", "C", "H", "H", "H", "H", "H", "H", "H", "H", "H", "H", "H"], "xyz": [[-2.81631, 0.66015, 1.06513], [1.88165, -2.71127, 0.66076], [1.89971, 1.37883, -0.91664], [0.34028, 0.20036, 1.13132], [0.65230, 0.75780, -1.17699], [-1.68371, 0.39798, -0.34928], [-0.28552, 0.88665, 0.00827], [1.58053, -3.58199, 0.94679], [2.04131, 1.28515, 0.03586], [0.20018, 1.22391, -2.05530], [-1.64676, -0.67939, -0.53290], [-2.04877, 0.88821, -1.24526], [0.73502, -0.68765, 0.83836], [2.81608, -2.82368, 0.44321], [0.80651, -0.30047, -1.41102], [-3.87270, 1.09430, 0.37116], [-0.32756, 1.95560, 0.26369], [-0.27224, 0.05551, 1.92285]]}

=====

Which of them is most stable, and which least? Most stable: version four; least stable: version two.

=====

Version one
{"formula": "C3H3NO2S", "method": "ωB97M-V/def2-TZVPD", "homo_lumo_gap_ha": 0.35764, "smiles": "O=C1CC(=O)SN1", "symbols": ["S", "O", "O", "N", "C", "C", "C", "H", "H", "H"], "xyz": [[1.09023, 1.56388, 0.05452], [2.46521, -0.75940, -0.18456], [-2.16993, -0.29416, -0.09934], [-0.62770, 1.42228, -0.02365], [1.42395, -0.25058, 0.02814], [0.05616, -0.85302, 0.17127], [-1.05085, 0.10906, 0.02885], [0.06039, -1.39898, 1.12777], [-1.20411, 2.10140, -0.50005], [-0.04336, -1.64047, -0.60295]]}

=====

Version two
{"formula": "C3H3NO2S", "method": "ωB97M-V/def2-TZVPD", "homo_lumo_gap_ha": 0.32444, "smiles": "S=C1C=NOCO1", "symbols": ["S", "O", "O", "N", "C", "C", "C", "H", "H", "H"], "xyz": [[-0.93147, -1.28166, -1.59623], [-0.98619, -0.04008, 0.68246], [0.97074, 1.31707, 1.39941], [1.49165, 1.13404, 0.23519], [-0.39175, -0.33136, -0.49503], [0.93335, 0.31888, -0.52836], [-0.02196, 0.38087, 1.73116], [0.55536, -0.56687, 1.99499], [-0.62248, 0.64787, 2.54949], [1.53485, 0.06102, -1.55259]]}

=====

Version three
{"formula": "C3H3NO2S", "method": "ωB97M-V/def2-TZVPD", "homo_lumo_gap_ha": [0.28704, 0.28710], "symbols": ["S", "O", "O", "N", "C", "C", "C", "H", "H", "H"], "xyz": [[2.56213, -0.19903, 0.05826], [2.96395, 1.23623, 0.09902], [-1.77761, -2.40883, 0.01392], [-1.31277, -0.07812, 0.16704], [1.02012, -0.47474, -0.13988], [-1.25878, -1.38964, 0.10874], [-0.04683, 0.63414, -0.03202], [0.26062, 1.11336, 0.87176], [-2.25092, 0.28426, -0.15502], [-0.15991, 1.28236, -0.99183]]}

=====

Which of them is most stable, and which least? Most stable: version one; least stable: version three.

=====

Version one
{"formula": "C3H12N4", "method": "ωB97M-V/def2-TZVPD", "homo_lumo_gap_ha": 0.29421, "smiles": "CN(N)C(C)(N)N", "symbols": ["N", "N", "N", "N", "C", "C", "C", "H", "H", "H", "H", "H", "H", "H", "H", "H", "H", "H", "H"], "xyz": [[1.01534, 1.32194, 0.40625], [-1.39943, 0.49053, -1.33074], [-0.33792, -0.23978, -0.72804], [1.02292, -0.85589, 1.15873], [0.21485, 0.16266, 0.57431], [-1.00914, 0.48585, 1.55820], [0.61194, -0.96498, -1.70603], [-1.68693, 0.00318, -2.18257], [1.63250, -0.59391, -1.58461], [-1.52297, 1.40518, 1.26262], [1.51137, -1.56577, 0.62796], [0.74943, 1.99276, -0.30694], [1.92010, 1.44115, 0.84468], [-2.19691, 0.51684, -0.69316], [-0.62097, 0.64245, 2.56984], [0.28812, -0.80166, -2.73724], [0.96087, -1.06609, 2.15002], [0.57105, -2.03363, -1.48546], [-1.72422, -0.34086, 1.60219]]}

=====

Version two
{"formula": "C3H12N4", "method": "ωB97M-V/def2-TZVPD", "homo_lumo_gap_ha": 0.33460, "smiles": "CCN(N)N(C)N", "symbols": ["N", "N", "N", "N", "C", "C", "C", "H", "H", "H", "H", "H", "H", "H", "H", "H", "H", "H", "H"], "xyz": [[1.52839, 0.65886, 1.04679], [0.25033, -1.45294, -0.24345], [0.04935, -0.07085, -0.67846], [0.98055, 0.77761, -0.23710], [2.15109, 0.74225, -1.24911], [-1.62370, 0.36392, -0.27275], [-2.12597, -0.22214, 1.07011], [-1.77437, 0.39298, 1.93736], [1.90990, -0.33980, 1.14782], [-0.22381, -1.87941, -1.05567], [-0.21138, -1.67460, 0.72033], [-1.87928, 1.40751, -0.47203], [3.03578, 0.36200, -0.57183], [-3.21421, -0.14825, 1.03156], [0.72103, 0.66513, 1.64772], [-1.82654, -1.24159, 1.05933], [-2.04797, -0.22047, -1.17400], [2.47157, 1.76719, -1.61043], [1.82923, 0.11259, -2.09618]]}

=====

Which of them is most stable, and which least? Most stable: version one; least stable: version two.

=====

Version one
{"formula": "C5H10O2", "method": "ωB97M-V/def2-TZVPD", "homo_lumo_gap_ha": 0.36561, "smiles": "COCC[C@@H]1CO1", "symbols": ["O", "O", "C", "C", "C", "C", "C", "H", "H", "H", "H", "H", "H", "H", "H", "H", "H"], "xyz": [[0.70376, -0.33566, 1.57111], [-0.59850, 2.10515, -0.83581], [-0.31761, 0.81935, -0.31188], [-0.64843, -1.11139, 1.28245], [1.66284, -0.29397, 0.47744], [0.89689, 0.04615, -0.81759], [-1.47809, 1.05780, -1.20563], [-0.11090, 0.74560, 0.86264], [-1.00236, -1.34432, 0.24843], [-1.42155, 0.81185, -2.27945], [-0.40384, -2.01658, 1.80046], [2.43480, 0.47397, 0.67655], [2.17184, -1.25897, 0.45086], [-1.49441, -0.57321, 1.75488], [1.47825, 0.65530, -1.51573], [0.63125, -0.88982, -1.32415], [-2.50396, 1.10875, -0.83461]]}

=====

Version two
{"formula": "C5H10O2", "method": "ωB97M-V/def2-TZVPD", "homo_lumo_gap_ha": 0.34303, "smiles": "C/C=C\\O.CC=O", "symbols": ["O", "O", "C", "C", "C", "C", "C", "H", "H", "H", "H", "H", "H", "H", "H", "H", "H"], "xyz": [[-0.84110, 0.61790, -1.71558], [-0.36511, -1.83643, -0.45780], [1.45773, -0.81865, 0.77081], [-1.85057, 0.88166, 0.45024], [0.43893, -1.66941, 0.62190], [2.00773, 0.11048, -0.27563], [-1.52047, 1.28170, -0.95804], [1.63067, -0.12247, -1.27627], [-1.91604, 2.25454, -1.30890], [1.95582, -0.83197, 1.73729], [-0.30875, -1.05822, -1.04532], [3.10070, 0.03432, -0.31127], [1.76789, 1.16304, -0.07313], [-1.97146, -0.20298, 0.51017], [-2.74098, 1.39881, 0.81657], [-1.00219, 1.14929, 1.09398], [0.15719, -2.35162, 1.42096]]}

=====

Version three
{"formula": "C5H10O2", "method": "ωB97M-V/def2-TZVPD", "homo_lumo_gap_ha": 0.28355, "symbols": ["O", "O", "C", "C", "C", "C", "C", "H", "H", "H", "H", "H", "H", "H", "H", "H", "H"], "xyz": [[0.04403, 1.12138, -0.55149], [-0.76720, -1.32727, 0.10046], [2.00344, -0.18471, -0.64272], [0.13943, -0.58203, 1.16555], [-1.81940, -0.28399, 0.04076], [0.93049, 0.35859, 0.30083], [-1.25353, 1.16368, -0.02661], [-1.85124, 1.76543, -0.72856], [-0.30600, -1.51116, -0.75900], [2.78980, -0.67444, -0.06005], [2.45317, 0.61864, -1.23613], [-2.39046, -0.52837, -0.85060], [1.60207, -0.92054, -1.35630], [-2.40184, -0.43031, 0.95602], [-1.28433, 1.65937, 0.95601], [1.40810, 1.03425, 1.02620], [0.76194, -1.36073, 1.61170]]}

=====

Which of them is most stable, and which least? Most stable: version two; least stable: version three.